(1)
A molecular structure, C38H34InN3O5SSiTe. Source: OMol25; level of theory: wB97M-V/def2-TZVPD.

Gap between HOMO and LUMO = 6.2 eV
E_LUMO = -1.7 eV
E_tot = -85843.26460 eV
Charge = 0
ΔE to the lowest compared entry with this formula, charge and spin = 0.00 kJ/mol

Last column: Mulliken charge in e.
Cartesian coordinates (Å):
1 In -1.621 -0.314 0.878  1.699
2 O -2.802 -1.998 0.949  -0.887
3 C -2.351 -3.234 1.094  0.662
4 C -3.088 -4.277 0.507  -0.624
5 C -2.676 -5.587 0.599  -0.410
6 C -1.514 -5.926 1.300  -0.761
7 C -0.806 -4.925 1.920  -0.707
8 C -1.197 -3.579 1.836  0.783
9 C -0.358 -2.619 2.517  -0.385
10 N -0.455 -1.343 2.417  0.296
11 N 0.437 -0.584 3.158  -0.790
12 C 0.218 0.691 2.951  -0.076
13 O -0.620 1.188 2.104  -0.678
14 C 1.056 1.654 3.722  0.597
15 C 0.745 3.007 3.669  -0.399
16 C 1.486 3.922 4.405  -0.662
17 C 2.545 3.489 5.188  -0.377
18 C 2.862 2.136 5.237  -0.822
19 C 2.120 1.221 4.509  -0.110
20 H -3.984 -4.005 -0.036  0.441
21 H -3.261 -6.362 0.120  0.381
22 H -1.179 -6.953 1.348  0.410
23 H 0.090 -5.162 2.484  0.358
24 H 0.419 -2.998 3.180  0.445
25 H -0.087 3.328 3.057  0.490
26 H 1.230 4.974 4.371  0.409
27 H 3.118 4.202 5.767  0.392
28 H 3.684 1.793 5.853  0.396
29 H 2.340 0.162 4.553  0.435
30 Te 2.199 0.452 0.226  0.560
31 C 3.149 -1.406 0.415  0.512
32 C 3.176 -2.279 -0.668  -0.098
33 C 3.755 -3.532 -0.522  -0.752
34 C 4.318 -3.901 0.692  -0.554
35 C 4.307 -3.019 1.765  -0.590
36 C 3.710 -1.773 1.633  -0.487
37 C 3.503 1.080 -1.317  0.232
38 C 3.258 0.775 -2.650  0.303
39 C 4.198 1.113 -3.615  -0.648
40 C 5.368 1.763 -3.252  -0.517
41 C 5.601 2.084 -1.921  -0.613
42 C 4.670 1.742 -0.949  -0.518
43 H 2.761 -1.986 -1.625  0.273
44 H 3.759 -4.220 -1.357  0.416
45 H 4.771 -4.878 0.802  0.401
46 H 4.763 -3.301 2.705  0.427
47 H 3.675 -1.091 2.474  0.345
48 H 2.336 0.285 -2.939  0.004
49 H 4.011 0.868 -4.654  0.378
50 H 6.099 2.023 -4.007  0.374
51 H 6.509 2.602 -1.639  0.389
52 H 4.858 1.984 0.089  0.399
53 C 0.810 0.654 -5.737  -0.982
54 Si -0.723 0.037 -4.885  -0.044
55 C -1.335 -1.522 -5.690  -1.021
56 C -2.062 1.314 -4.813  -0.912
57 C -0.252 -0.415 -3.151  -0.286
58 C -0.049 -0.707 -1.999  0.026
59 H 0.606 0.850 -6.792  0.431
60 H 1.606 -0.093 -5.682  0.258
61 H 1.180 1.578 -5.286  0.315
62 H -1.481 -1.375 -6.762  0.334
63 H -2.289 -1.830 -5.256  0.318
64 H -0.625 -2.340 -5.552  0.320
65 H -2.364 1.604 -5.822  0.353
66 H -1.743 2.208 -4.275  0.294
67 H -2.934 0.913 -4.293  0.286
68 O 0.373 -2.259 -0.478  -0.274
69 N 0.057 -1.090 -0.665  0.308
70 O -7.266 5.167 2.173  -0.467
71 C -7.114 3.826 2.292  0.582
72 O -7.919 3.185 2.904  -0.541
73 C -5.925 3.226 1.608  0.733
74 C -4.758 3.939 1.352  -0.741
75 C -3.695 3.335 0.699  -0.819
76 C -3.793 2.013 0.275  0.047
77 S -2.471 1.308 -0.689  -0.203
78 C -4.962 1.297 0.537  -0.340
79 C -6.012 1.897 1.209  -0.696
80 H -6.579 5.532 1.603  0.309
81 H -4.643 4.962 1.695  0.308
82 H -2.782 3.883 0.509  0.442
83 H -5.044 0.271 0.201  0.488
84 H -6.919 1.349 1.426  0.433

***

(2)
3 unconnected molecules or ions with the total composition C19H40I2NO11PS. Source: OMol25; level of theory: wB97M-V/def2-TZVPD.

Gap between HOMO and LUMO = 8.6 eV
E_LUMO = -0.3 eV
E_tot = -80686.10344 eV
Charge = 0
SMILES string = C/C(I)=C(\I)[C@H]1COS(=O)(=O)[C@@H](P(=N)(O)O)C1.COCCOCCOC.COCCOCCOC

Last column: Mulliken charge in e.
Cartesian coordinates (Å):
1 C -2.754 -1.444 -1.980  -1.377
2 C -1.330 -1.412 -2.468  0.679
3 I -1.093 -2.423 -4.306  0.012
4 C -0.280 -0.812 -1.895  -0.925
5 I -0.663 0.230 -0.120  0.087
6 C 1.118 -0.814 -2.485  0.472
7 C 2.031 0.328 -2.070  -1.488
8 O 2.519 0.251 -0.726  -0.253
9 S 3.060 -1.121 -0.126  1.271
10 O 4.379 -0.876 0.356  -0.633
11 O 2.060 -1.629 0.745  -0.569
12 C 3.179 -2.131 -1.593  -0.100
13 P 3.762 -3.830 -1.192  0.748
14 N 3.161 -4.452 0.059  -0.672
15 O 5.349 -3.578 -1.143  -0.494
16 O 3.506 -4.647 -2.563  -0.535
17 C 1.846 -2.181 -2.360  -0.970
18 H -2.791 -1.567 -0.900  0.288
19 H -3.293 -2.279 -2.421  0.434
20 H -3.267 -0.522 -2.260  0.332
21 H 0.951 -0.645 -3.553  0.497
22 H 1.499 1.276 -2.131  0.504
23 H 2.875 0.395 -2.762  0.412
24 H 3.957 -1.649 -2.192  0.440
25 H 2.662 -5.323 -0.047  0.239
26 H 5.845 -4.078 -1.798  0.334
27 H 3.802 -4.197 -3.363  0.348
28 H 1.188 -2.913 -1.889  0.563
29 H 2.054 -2.554 -3.362  0.332
30 C 5.201 5.949 5.312  -0.774
31 O 5.009 5.031 4.263  -0.258
32 C 4.465 5.629 3.102  -0.592
33 C 4.820 4.840 1.862  -0.274
34 O 6.150 5.032 1.410  -0.461
35 C 7.187 4.385 2.132  -0.377
36 C 7.268 2.894 1.896  -0.560
37 O 6.272 2.209 2.624  -0.315
38 C 5.942 0.958 2.048  -0.691
39 H 4.250 6.372 5.660  0.320
40 H 5.667 5.411 6.135  0.232
41 H 5.860 6.770 5.007  0.331
42 H 4.836 6.656 2.993  0.344
43 H 3.370 5.663 3.192  0.393
44 H 4.192 5.218 1.052  0.390
45 H 4.593 3.781 2.002  0.124
46 H 7.124 4.600 3.201  0.177
47 H 8.109 4.829 1.750  0.392
48 H 8.262 2.543 2.213  0.397
49 H 7.161 2.697 0.821  0.327
50 H 5.608 1.083 1.016  0.279
51 H 5.133 0.528 2.632  0.290
52 H 6.800 0.276 2.070  0.337
53 C -8.547 -0.143 -3.282  -0.785
54 O -8.305 -0.403 -1.920  -0.215
55 C -9.490 -0.675 -1.194  -0.584
56 C -9.200 -1.511 0.032  -0.337
57 O -8.977 -2.885 -0.239  -0.459
58 C -7.730 -3.248 -0.806  -0.444
59 C -6.568 -3.206 0.161  -0.552
60 O -6.132 -1.876 0.375  -0.238
61 C -5.454 -1.715 1.600  -0.858
62 H -9.150 0.762 -3.420  0.321
63 H -7.581 0.002 -3.763  0.227
64 H -9.059 -0.984 -3.763  0.334
65 H -10.211 -1.206 -1.828  0.361
66 H -9.942 0.273 -0.872  0.395
67 H -10.097 -1.492 0.655  0.387
68 H -8.378 -1.076 0.605  0.146
69 H -7.506 -2.655 -1.696  0.204
70 H -7.856 -4.288 -1.114  0.402
71 H -5.742 -3.797 -0.259  0.405
72 H -6.872 -3.664 1.110  0.357
73 H -6.084 -2.010 2.447  0.359
74 H -5.205 -0.660 1.698  0.247
75 H -4.528 -2.301 1.624  0.322

***

(3)
3 unconnected molecules or ions with the total composition C4H12N2O8P. Source: OMol25; level of theory: wB97M-V/def2-TZVPD.

Gap between HOMO and LUMO = 5.3 eV
E_LUMO = 2.5 eV
E_tot = -32982.14378 eV
Charge = -1

Last column: Mulliken charge in e.
Cartesian coordinates (Å):
1 O -4.642 -0.976 -1.779  -0.695
2 P -3.310 -1.694 -2.126  0.233
3 C -1.884 -0.493 -1.969  -0.118
4 O -1.898 0.299 -3.188  -0.479
5 C -0.519 -1.323 -1.862  -0.643
6 O -0.068 -1.308 -0.489  0.007
7 O 0.080 -2.602 0.034  -0.397
8 H -3.051 -2.731 -1.154  -0.016
9 H -3.484 -2.228 -3.451  -0.001
10 H -2.082 1.201 -2.903  0.302
11 H 0.262 -0.831 -2.522  0.182
12 H -0.687 -2.354 -2.280  0.252
13 H -0.342 -2.546 0.914  0.301
14 C 2.598 -0.538 0.928  -0.296
15 N 2.569 -0.621 2.410  0.931
16 O 2.466 0.422 3.032  -0.562
17 O 2.649 -1.728 2.904  -0.567
18 H 2.518 0.505 0.634  0.188
19 H 3.543 -0.961 0.593  0.273
20 H 1.751 -1.110 0.550  0.122
21 C -0.020 3.078 2.060  -0.752
22 N 1.177 3.106 1.183  0.930
23 O 1.996 3.984 1.375  -0.564
24 O 1.249 2.244 0.336  -0.520
25 H 0.047 3.900 2.768  0.313
26 H -0.895 3.185 1.423  0.305
27 H -0.023 2.121 2.578  0.268

***

(4)
A molecular structure, C30H29BiF6N5O4S. Source: OMol25; level of theory: wB97M-V/def2-TZVPD.

Gap between HOMO and LUMO = 6.5 eV
E_LUMO = 2.2 eV
E_tot = -80201.06952 eV
Charge = -1
ΔE to the lowest compared entry with this formula, charge and spin = 0.00 kJ/mol

Last column: Mulliken charge in e.
Cartesian coordinates (Å):
1 Bi -12.142 -18.400 -6.182  2.196
2 C -12.210 -21.452 -8.965  -1.238
3 N -13.124 -20.399 -8.475  1.018
4 C -14.517 -20.825 -8.465  -1.317
5 C -12.866 -19.155 -9.251  -0.883
6 C -13.813 -18.000 -8.988  -1.122
7 N -14.044 -17.814 -7.569  0.589
8 C -14.944 -16.857 -7.230  0.397
9 C -15.416 -16.701 -5.885  -0.113
10 F -14.694 -17.348 -4.931  -0.158
11 C -16.448 -15.862 -5.519  0.132
12 F -16.852 -15.828 -4.237  -0.330
13 C -17.152 -15.085 -6.423  -0.682
14 C -16.686 -15.124 -7.739  0.209
15 F -17.312 -14.363 -8.659  -0.346
16 C -15.608 -15.915 -8.141  -0.024
17 F -15.133 -15.749 -9.391  -0.346
18 H -12.568 -21.810 -9.946  0.345
19 H -12.225 -22.286 -8.260  0.271
20 H -11.185 -21.025 -9.015  0.276
21 H -14.882 -21.106 -9.474  0.351
22 H -15.152 -20.025 -8.079  0.271
23 H -14.643 -21.667 -7.796  0.341
24 H -12.974 -19.397 -10.349  0.544
25 H -11.821 -18.871 -9.095  -0.133
26 H -14.771 -18.201 -9.453  0.563
27 H -13.401 -17.110 -9.492  0.362
28 H -17.990 -14.465 -6.073  0.419
29 C -6.889 -15.272 0.536  -1.438
30 C -7.607 -15.944 -0.622  1.168
31 C -7.980 -15.218 -1.761  -0.823
32 C -8.593 -15.829 -2.827  0.043
33 C -8.880 -17.189 -2.733  -0.826
34 C -8.503 -17.955 -1.611  -0.407
35 C -7.930 -17.304 -0.537  -0.760
36 S -9.573 -18.040 -4.099  1.515
37 O -8.984 -19.361 -4.060  -0.762
38 O -9.354 -17.290 -5.333  -0.438
39 N -11.245 -18.195 -3.887  -0.677
40 C -11.885 -16.961 -3.343  -0.785
41 C -12.166 -15.893 -4.361  0.804
42 O -12.312 -14.718 -4.048  -0.774
43 O -12.351 -16.306 -5.622  -0.917
44 H -6.706 -14.211 0.342  0.332
45 H -5.935 -15.763 0.718  0.326
46 H -7.455 -15.356 1.467  0.331
47 H -7.683 -14.164 -1.776  0.236
48 H -8.845 -15.282 -3.751  0.394
49 H -8.656 -19.041 -1.614  0.435
50 H -7.692 -17.874 0.362  0.353
51 H -11.246 -16.554 -2.567  0.360
52 H -12.860 -17.245 -2.953  0.383
53 C -8.783 -15.540 -8.710  -0.984
54 C -7.559 -16.141 -8.406  -0.542
55 C -7.528 -17.487 -8.063  -1.477
56 C -8.752 -18.189 -7.956  0.927
57 N -9.914 -17.627 -8.316  0.203
58 C -9.918 -16.360 -8.690  0.065
59 C -8.705 -19.551 -7.390  0.954
60 C -7.457 -20.183 -7.181  -0.946
61 C -7.391 -21.417 -6.563  -0.639
62 C -8.585 -22.024 -6.180  -0.776
63 C -9.766 -21.357 -6.458  -0.195
64 N -9.837 -20.174 -7.062  0.446
65 H -8.883 -14.490 -8.969  0.413
66 H -6.625 -15.593 -8.521  0.412
67 H -6.589 -17.997 -7.883  0.251
68 H -10.909 -15.970 -8.971  0.266
69 H -6.573 -19.647 -7.490  0.339
70 H -6.432 -21.904 -6.377  0.388
71 H -8.648 -22.980 -5.654  0.379
72 H -10.741 -21.790 -6.180  0.183
73 F -14.945 -20.030 -5.498  -0.285
74 C -13.645 -19.948 -5.060  0.030
75 F -13.702 -19.815 -3.667  -0.297
76 H -13.215 -20.953 -5.236  0.221

***

(5)
2 unconnected molecules or ions with the total composition CH4N2O2. Source: OMol25; level of theory: wB97M-V/def2-TZVPD.

Gap between HOMO and LUMO (alpha / beta) = 8.6 / 8.8 eV
E_LUMO (alpha / beta) = -1.6 / -1.3 eV
E_tot = -8168.26715 eV
Charge = 0
ΔE to the lowest compared entry with this formula, charge and spin = 812.24 kJ/mol

Last column: Mulliken charge in e.
Cartesian coordinates (Å):
1 C 1.050 0.392 0.005  -0.650
2 N -0.853 -0.940 0.189  0.588
3 N -0.358 0.232 0.242  -0.342
4 O -2.051 -1.231 0.314  -0.528
5 O -1.694 1.782 -0.625  -0.168
6 H 1.423 -0.054 1.002  0.311
7 H 1.208 1.560 -0.159  0.219
8 H 1.359 -0.140 -0.859  0.302
9 H -0.084 -1.601 -0.110  0.267

***

(6)
C10H11N3S in the gas phase. Source: OMol25; level of theory: wB97M-V/def2-TZVPD.

Gap between HOMO and LUMO = 9.2 eV
E_LUMO = 0.6 eV
E_tot = -25851.82451 eV
Charge = 0
SMILES string = Cc1ccnc([C@@]2(C#N)CCCS2)n1
ΔE to the lowest compared entry with this formula, charge and spin = 101.73 kJ/mol

Last column: Mulliken charge in e.
Cartesian coordinates (Å):
1 C 3.692 1.084 -0.829  -1.160
2 C 2.657 0.464 -0.027  0.913
3 C 3.026 -0.413 1.026  -0.699
4 C 2.029 -1.049 1.672  -0.314
5 N 0.717 -0.753 1.510  -0.446
6 C 0.586 0.200 0.646  0.387
7 C -1.143 0.641 0.513  0.874
8 C -1.325 2.069 0.613  0.059
9 N -1.354 3.196 0.514  -0.528
10 C -1.411 0.211 -0.981  -1.417
11 C -2.959 0.159 -1.127  -0.613
12 C -3.359 -0.677 0.068  -0.672
13 S -2.322 -0.090 1.552  -0.111
14 N 1.444 0.831 -0.124  -0.403
15 H 4.100 0.375 -1.559  0.303
16 H 3.103 1.784 -1.506  0.311
17 H 4.480 1.482 -0.255  0.373
18 H 4.052 -0.603 1.239  0.400
19 H 2.144 -1.951 2.323  0.399
20 H -1.191 -0.837 -1.013  0.443
21 H -0.863 0.775 -1.648  0.503
22 H -3.178 1.205 -1.114  0.324
23 H -3.113 -0.298 -2.110  0.385
24 H -4.379 -0.674 0.422  0.420
25 H -3.006 -1.727 0.167  0.269

***

no.,strongest force on any atom (eV/Å)
1,1.0
2,0.6
3,4.6
4,3.3
5,2.8
6,5.6